Formula: C5H14N2
Source: OMol25
Level of theory: wB97M-V/def2-TZVPD

Geometry as XYZ:
```
21
Properties=species:S:1:pos:R:3:forces:R:3:mulliken_charge:R:1
C -3.001 -0.244 -0.360 1.0 0.0 0.3 -1.27
C -1.903 0.637 0.255 -0.3 -0.5 -0.5 -0.28
N -0.723 -0.150 0.522 0.1 0.1 0.5 -0.33
C 0.432 0.629 1.005 -1.3 -0.8 0.5 -0.88
C 1.739 -0.130 0.902 0.3 0.2 -0.8 -0.37
C 1.930 -0.812 -0.451 -0.2 -0.1 -0.3 -0.70
N 1.705 0.135 -1.558 0.2 -0.3 0.4 -0.59
H -2.580 -0.665 -1.272 -0.2 -0.1 -0.2 0.32
H -3.862 0.353 -0.616 -0.4 0.0 0.0 0.38
H -3.233 -1.077 0.306 -0.3 0.2 0.0 0.33
H -2.248 1.081 1.191 0.0 0.2 0.0 0.30
H -1.694 1.435 -0.475 0.0 0.3 0.2 0.30
H -0.564 -0.873 -0.158 0.3 0.2 -0.2 0.29
H 0.180 0.790 2.064 0.4 0.3 -0.1 0.39
H 0.439 1.609 0.527 0.3 0.1 -0.3 0.39
H 1.810 -0.879 1.683 0.1 -0.1 0.2 0.30
H 2.566 0.582 0.989 -0.1 -0.1 0.3 0.29
H 1.288 -1.701 -0.543 0.0 0.1 0.2 0.28
H 2.945 -1.204 -0.547 0.1 0.2 0.1 0.41
H 0.708 0.277 -1.658 0.0 0.1 -0.2 0.22
H 2.048 -0.289 -2.410 -0.1 0.1 -0.2 0.24
```
Forces are in eV/Å.

The energy above the lowest of the compared OMol25 structures with the same formula, charge and spin is 73.4 kJ/mol. The largest force on an atom comes out at 0.0320 Eh/bohr. As for the HOMO-LUMO gap: 9.49 eV. The HOMO energy is -8.438 eV. The structure (SMILES) is CCNCCCN.